# C4H6N2S

An isolated molecule of C4H6N2S in a non-equilibrium geometry (ωB97M-V/def2-TZVPD, the Open Molecules 2025 dataset).

Results
SMILES: C1=NN=CCSC1
Orbital gap (eV): 9.04
HOMO level (Eh): -0.336
Total energy (eV): -18056.6630

CARTESIAN COORDINATES (ANGSTROEM)
N1 -1.423 0.807 -0.361
N2 -0.942 0.384 -1.494
H1 2.153 0.361 -1.238
H2 -1.627 1.066 1.615
C1 1.350 0.483 -0.529
H3 0.872 -0.413 -2.408
C2 -0.469 -0.920 1.244
S1 1.358 -0.678 1.055
C3 0.306 0.117 -1.456
H4 -0.985 -1.717 0.673
H5 1.461 1.582 -0.202
C4 -1.369 0.214 0.837
H6 -0.685 -1.287 2.264


# C4H6N2S2

An isolated molecule of C4H6N2S2 in a non-equilibrium geometry (ωB97M-V/def2-TZVPD, the Open Molecules 2025 dataset).

Results
SMILES: [H]/N=C\NC(=C)SC=S
Orbital gap (eV): 8.11
HOMO level (Eh): -0.321
Total energy (eV): -28890.5573

CARTESIAN COORDINATES (ANGSTROEM)
H1 2.650 -0.406 0.236
S1 1.238 3.008 -1.920
H2 0.543 0.652 -1.877
H3 -2.015 -0.859 1.762
H4 -1.096 -1.490 0.247
C1 0.842 -1.571 -0.474
N1 -0.249 -0.867 -0.021
S2 0.199 1.856 0.574
N2 2.193 -1.155 -0.413
H5 -2.501 1.181 1.798
H6 0.189 -2.603 -0.803
C2 0.541 1.692 -1.228
C3 -0.697 0.356 0.710
C4 -1.838 0.204 1.408


# C4H6N2S2

An isolated molecule of C4H6N2S2 in a non-equilibrium geometry (ωB97M-V/def2-TZVPD, the Open Molecules 2025 dataset).

Results
SMILES: C=C/C(=N/S)SN=C
Orbital gap (eV): 9.11
HOMO level (Eh): -0.316
Total energy (eV): -28893.2675

CARTESIAN COORDINATES (ANGSTROEM)
S1 -1.191 -0.145 -1.064
C1 0.299 0.617 -0.367
H1 3.023 -0.264 1.620
H2 0.862 -1.201 0.775
H3 -3.257 -1.602 -0.070
C2 2.320 0.290 1.014
H4 0.141 3.728 -1.687
C3 1.206 -0.231 0.504
S2 -0.571 2.582 -1.671
H5 2.538 1.337 0.816
H6 -2.374 -3.115 0.697
C4 -2.367 -2.152 0.161
N1 0.573 1.834 -0.593
N2 -1.202 -1.679 -0.134


# C4H6N2S2

An isolated molecule of C4H6N2S2 (ωB97M-V/def2-TZVPD, the Open Molecules 2025 dataset).

Results
SMILES: S=C1NCCC=NS1
Orbital gap (eV): 8.66
HOMO level (Eh): -0.308
Total energy (eV): -28895.1976

CARTESIAN COORDINATES (ANGSTROEM)
S1 -1.599 1.539 -0.514
H1 0.201 -2.139 0.909
N1 1.040 0.838 -0.444
H2 0.460 0.388 1.517
H3 0.249 -1.651 -0.774
H4 -2.111 -1.824 0.685
C1 -1.478 -1.028 0.325
C2 0.872 -0.123 0.626
S2 0.482 2.978 -1.898
C3 0.130 1.689 -0.930
H5 1.993 1.052 -0.738
C4 -0.004 -1.315 0.247
N2 -2.105 0.050 0.084
H6 1.870 -0.454 0.907


# C4H6N2S2

An isolated molecule of C4H6N2S2 (ωB97M-V/def2-TZVPD, the Open Molecules 2025 dataset).

Results
SMILES: S[C@@H]1C=NN=C[C@@H]1S
Orbital gap (eV): 9.69
HOMO level (Eh): -0.353
Total energy (eV): -28894.0278

CARTESIAN COORDINATES (ANGSTROEM)
H1 0.503 -1.180 1.034
C1 -1.649 0.274 0.563
S1 2.347 -0.312 -0.256
H2 0.457 -1.744 -1.807
H3 0.124 1.187 1.384
H4 -2.286 0.779 1.281
C2 -0.222 0.726 0.430
N1 -1.383 -1.281 -1.124
H5 2.774 -0.230 1.003
H6 1.161 2.268 -0.706
S2 -0.154 2.030 -0.845
C3 0.594 -0.547 0.134
C4 -0.117 -1.260 -1.004
N2 -2.149 -0.710 -0.085


# C4H6N3

The ion C4H6N3 with charge +1 in a non-equilibrium geometry (ωB97M-V/def2-TZVPD, the Open Molecules 2025 dataset).

Results
SMILES: C=[N+]1N=NC=C1C
Orbital gap (eV): 8.37
Total charge: +1
HOMO level (Eh): -0.563
Total energy (eV): -8704.4578

CARTESIAN COORDINATES (ANGSTROEM)
H1 -1.993 -1.953 -0.164
H2 1.220 -0.541 -1.360
H3 -0.672 -1.898 -1.300
H4 1.180 1.812 1.539
C1 0.374 0.351 0.207
C2 0.998 0.506 -1.107
H5 0.393 0.951 -2.007
N1 -0.563 0.658 2.245
N2 -1.266 -0.172 1.820
C3 0.411 1.085 1.351
N3 -0.800 -0.510 0.330
C4 -1.239 -1.358 -0.567
H6 1.957 1.068 -0.987